(1)
18 unconnected molecules or ions with the total composition C40H84Br28N4O4 in a non-equilibrium geometry, computed with ωB97M-V/def2-TZVPD.

Results
gap between HOMO and LUMO: 9.5 eV
E_LUMO: 0.1303 eV

Geometry (Å):
1 Br -5.04891 2.90333 0.33368
2 C -3.35982 3.05131 1.29955
3 C -2.38838 3.82854 0.44571
4 Br -0.74855 3.76430 1.48118
5 H -2.99641 2.06324 1.47937
6 H -3.54963 3.59134 2.22340
7 H -2.67715 4.87170 0.31547
8 H -2.27081 3.36124 -0.51213
9 Br 5.75855 0.28188 2.23054
10 C 4.94132 1.90218 2.99794
11 C 3.78455 2.35754 2.22104
12 Br 2.73954 3.58951 3.27911
13 H 5.77618 2.60956 3.00807
14 H 4.70957 1.65108 4.05299
15 H 3.07339 1.57562 1.98299
16 H 4.00189 2.83091 1.27810
17 Br -4.12451 -5.12304 2.02582
18 C -3.43538 -6.97518 2.16966
19 C -3.67968 -7.79943 0.93194
20 Br -2.86518 -9.51716 1.05408
21 H -4.03157 -7.28464 3.07834
22 H -2.39481 -6.79523 2.42768
23 H -3.38232 -7.32925 0.02426
24 H -4.74634 -7.92011 0.88138
25 Br -1.25913 -2.26399 4.09640
26 C -0.53858 -3.12314 5.68548
27 C -0.09671 -4.52918 5.29412
28 Br -1.46825 -5.89261 5.47691
29 H -1.38246 -3.11488 6.35865
30 H 0.30190 -2.47807 5.93245
31 H 0.54646 -4.86736 6.10970
32 H 0.36034 -4.65017 4.34292
33 Br -1.49511 1.99175 4.45886
34 C 0.09790 0.87057 4.55178
35 C 0.79933 1.01964 5.87321
36 Br 2.33788 -0.12888 5.84103
37 H 0.66744 1.22408 3.74027
38 H -0.26652 -0.13364 4.35498
39 H 0.22428 0.88121 6.79606
40 H 1.22030 2.03181 6.03501
41 Br 0.20816 -5.10122 0.36797
42 C -1.29536 -4.36468 -0.59928
43 C -0.94328 -4.06138 -1.97838
44 Br -2.43115 -3.02885 -2.59719
45 H -1.59003 -3.43233 -0.07664
46 H -2.19957 -4.97993 -0.47628
47 H -0.82269 -5.01575 -2.57853
48 H -0.05756 -3.37824 -1.93669
49 Br 6.84220 -1.75893 -0.80943
50 C 8.34017 -0.66358 -0.32784
51 C 9.43002 -0.58156 -1.33147
52 Br 10.13248 -2.41890 -1.61899
53 H 8.70017 -0.92885 0.67488
54 H 7.84954 0.26877 -0.15285
55 H 10.31761 -0.02204 -0.98570
56 H 9.16562 -0.23038 -2.27546
57 Br 2.49491 -1.97916 -1.13778
58 C 3.18546 -3.15127 0.25936
59 C 2.56509 -2.77636 1.60320
60 Br 2.82770 -4.31832 2.77278
61 H 4.23840 -2.99471 0.20220
62 H 2.84780 -4.13077 -0.02115
63 H 1.47081 -2.74705 1.43088
64 H 2.88169 -1.81301 1.99129
65 Br 3.77266 -3.93034 -4.68974
66 C 2.19101 -2.87237 -4.62235
67 C 1.63128 -2.99953 -6.04589
68 Br -0.02382 -2.03891 -6.36783
69 H 2.50086 -1.86731 -4.45738
70 H 1.56165 -3.14069 -3.74132
71 H 1.31422 -4.00206 -6.38569
72 H 2.45180 -2.54534 -6.63209
73 Br 4.94585 0.23899 -5.80653
74 C 5.52207 0.97016 -4.05084
75 C 4.33474 1.12100 -3.03001
76 Br 5.16791 1.92538 -1.41589
77 H 5.76418 1.97385 -4.44564
78 H 6.43627 0.43989 -3.63273
79 H 3.92382 0.20241 -2.64553
80 H 3.53985 1.77122 -3.35777
81 Br -7.71653 -7.62830 1.71291
82 C -8.03891 -5.81359 2.01497
83 C -7.62010 -4.97473 0.82266
84 Br -8.64472 -5.21323 -0.80569
85 H -7.51155 -5.43276 3.00704
86 H -9.10765 -5.65029 2.17399
87 H -6.54916 -5.20327 0.57602
88 H -7.76296 -3.95886 1.09762
89 Br 3.67012 6.19899 0.22171
90 C 1.83185 5.93732 -0.49828
91 C 1.99968 5.45341 -1.91902
92 Br 0.29094 5.29268 -2.79427
93 H 1.46014 6.92911 -0.47466
94 H 1.30116 5.28319 0.23960
95 H 2.42159 4.43222 -1.99336
96 H 2.64527 6.16408 -2.46097
97 Br 7.38123 5.63964 1.72287
98 C 8.02603 6.08032 -0.02121
99 C 8.13768 4.85162 -0.91029
100 Br 9.62296 3.71891 -0.47700
101 H 9.09926 6.55387 -0.03360
102 H 7.32414 6.82573 -0.31233
103 H 8.07344 5.05715 -2.02816
104 H 7.31315 4.17203 -0.65237
105 Br -5.32350 1.09779 5.84870
106 C -4.80678 -0.00333 4.23986
107 C -5.61422 0.20276 2.99667
108 Br -4.86188 -0.85706 1.55852
109 H -4.76708 -1.00982 4.69752
110 H -3.77738 0.32137 4.01971
111 H -5.58434 1.21069 2.64983
112 H -6.63569 -0.08902 3.11108
113 C -0.70883 1.23828 -4.13643
114 C -2.00794 1.17791 -3.30424
115 O -2.03515 1.57529 -2.13481
116 N -3.03494 0.50231 -3.80500
117 C -4.35168 0.46567 -3.16437
118 H -0.79606 0.67373 -5.03796
119 H 0.14039 0.84610 -3.58287
120 H -0.43004 2.32042 -4.35399
121 H -3.09081 0.25696 -4.77582
122 H -5.16415 0.71874 -3.77423
123 H -4.36217 1.14260 -2.33985
124 H -4.62232 -0.46219 -2.76959
125 C 2.57461 6.15175 -5.73906
126 C 3.57952 5.31767 -5.01442
127 O 3.54447 4.08240 -5.09191
128 N 4.55062 6.05578 -4.30752
129 C 5.59496 5.31125 -3.67068
130 H 2.73189 5.84019 -6.81557
131 H 2.59014 7.21351 -5.53375
132 H 1.63426 5.74459 -5.33545
133 H 4.24465 6.98561 -3.94818
134 H 5.70356 5.58475 -2.60103
135 H 6.54074 5.25460 -4.14857
136 H 5.28608 4.25259 -3.77199
137 C -9.41093 0.64800 1.44281
138 C -9.29762 -0.67253 2.23531
139 O -8.43291 -0.91156 3.06475
140 N -10.29404 -1.55234 2.02236
141 C -10.40581 -2.88200 2.58500
142 H -10.35074 0.76641 0.96945
143 H -8.63171 0.68962 0.69686
144 H -9.19827 1.43642 2.16044
145 H -10.83734 -1.30737 1.20234
146 H -11.44687 -3.20874 2.61095
147 H -10.07938 -2.82188 3.59962
148 H -9.81377 -3.62452 2.12102
149 C 1.50307 1.40295 -0.73072
150 C 0.75511 0.65615 0.40786
151 O 1.24471 0.22838 1.41098
152 N -0.52148 0.41952 0.13035
153 C -1.29357 -0.43072 1.00429
154 H 2.17147 2.21781 -0.32456
155 H 0.74530 1.66968 -1.43867
156 H 2.20684 0.73578 -1.17556
157 H -0.97905 0.70747 -0.71730
158 H -2.16154 -0.84727 0.47323
159 H -1.64487 0.06852 1.96822
160 H -0.54176 -1.19111 1.37848

Löwdin population analysis, charges in e, atoms 1 to 4:
1 Br 0.648
2 C -0.710
3 C -0.653
4 Br 0.690


(2)
6 unconnected molecules or ions with the total composition C40H88N4O6 in a non-equilibrium geometry, computed with ωB97M-V/def2-TZVPD.

Results
relative energy (zero: lowest compared OMol25 entry of this formula, charge and spin): 0.9398 eV
gap between HOMO and LUMO: 8.3 eV
E_LUMO: 0.3542 eV

Geometry (Å):
1 C -1.56034 -3.45728 -2.19346
2 C -1.99242 -4.52626 -3.23086
3 C -3.45470 -4.90108 -2.99321
4 C -1.90762 -3.92017 -4.63163
5 C -0.50719 -3.93082 -5.24107
6 C 0.20316 -5.26703 -5.01553
7 C 0.17169 -5.82936 -3.60791
8 C 0.52981 -7.31766 -3.66145
9 C 1.22588 -5.09516 -2.74624
10 N -1.19952 -5.74379 -3.12703
11 O -1.47114 -6.47993 -1.97707
12 H -0.48384 -3.33489 -2.15058
13 H -2.01682 -2.50565 -2.47229
14 H -1.93891 -3.72357 -1.20577
15 H -4.08427 -4.03636 -3.22923
16 H -3.75393 -5.74090 -3.61852
17 H -3.69417 -5.10572 -1.94896
18 H -2.63554 -4.35076 -5.33098
19 H -2.29212 -2.89606 -4.59301
20 H -0.50907 -3.74381 -6.31317
21 H 0.07985 -3.15355 -4.73912
22 H 1.23673 -5.24782 -5.38839
23 H -0.17037 -5.97959 -5.76867
24 H -0.28044 -7.82403 -4.19040
25 H 0.62183 -7.75564 -2.67012
26 H 1.44020 -7.46628 -4.24325
27 H 1.08419 -5.35205 -1.69292
28 H 1.30587 -4.01861 -2.85977
29 H 2.18054 -5.55827 -3.01747
30 H -1.93005 -7.28185 -2.25071
31 C -4.41009 1.20112 8.06587
32 C -4.30516 1.51981 6.57127
33 C -5.71156 2.06019 6.16483
34 C -3.22398 2.58682 6.39859
35 C -2.64977 2.75979 4.98857
36 C -2.24527 1.34784 4.49680
37 C -3.40083 0.33114 4.49511
38 C -4.32210 0.71032 3.33854
39 C -2.72386 -1.02473 4.27675
40 N -3.94309 0.32353 5.84351
41 O -4.87720 -0.72964 6.02044
42 H -4.77067 2.08964 8.59137
43 H -5.15382 0.42445 8.24065
44 H -3.45096 0.94731 8.51986
45 H -5.79096 3.11478 6.44193
46 H -5.94194 1.96987 5.10598
47 H -6.47499 1.54727 6.74974
48 H -3.63881 3.55876 6.68414
49 H -2.42861 2.38022 7.12190
50 H -3.45831 3.20829 4.41082
51 H -1.77009 3.39755 5.04621
52 H -1.40478 0.94384 5.06770
53 H -1.83105 1.51028 3.49464
54 H -4.65376 1.74719 3.29844
55 H -5.24346 0.11514 3.39446
56 H -3.89476 0.47010 2.36437
57 H -3.45435 -1.80465 4.51581
58 H -1.76200 -1.19377 4.75449
59 H -2.54748 -1.32354 3.23540
60 H -4.50319 -1.23288 6.75143
61 C -0.06145 0.97169 -3.05520
62 C -0.09051 1.10663 -4.58510
63 C -1.30115 0.29808 -5.08732
64 C -0.31603 2.59939 -4.89768
65 C 0.10323 2.97858 -6.33377
66 C 1.47159 2.38680 -6.70095
67 C 1.63157 0.88656 -6.42897
68 C 0.86345 0.09645 -7.51965
69 C 3.11970 0.59362 -6.63184
70 N 1.22775 0.68097 -5.05594
71 O 1.54262 -0.62825 -4.62758
72 H 0.75717 1.55187 -2.62464
73 H -0.98074 1.36067 -2.61481
74 H 0.05985 -0.08505 -2.81770
75 H -1.52766 0.57733 -6.11760
76 H -1.07970 -0.76725 -5.01528
77 H -2.18803 0.55273 -4.50806
78 H -1.39840 2.71942 -4.82483
79 H 0.20238 3.26138 -4.20582
80 H -0.63417 2.62947 -7.05799
81 H 0.20788 4.06272 -6.35592
82 H 2.23450 2.92700 -6.13554
83 H 1.52649 2.59359 -7.77381
84 H 0.91210 -0.95401 -7.20486
85 H 1.38335 0.13445 -8.47314
86 H -0.18440 0.37234 -7.58786
87 H 3.45171 -0.38405 -6.27153
88 H 3.72938 1.25140 -6.00060
89 H 3.34905 0.72282 -7.68490
90 H 2.19991 -0.49932 -3.92393
91 C 0.80473 5.68423 4.40591
92 C 1.52874 4.33773 4.45558
93 C 1.20299 3.66032 5.82685
94 C 0.90439 3.45444 3.34755
95 C 1.70672 2.23949 2.88741
96 C 3.14847 2.63199 2.70271
97 C 3.80955 3.31513 3.88271
98 C 3.95610 2.45695 5.12931
99 C 5.17280 3.83837 3.47161
100 N 2.95218 4.52459 4.14570
101 O 3.54636 5.35514 5.12496
102 H 1.14754 6.30161 3.57598
103 H 0.94396 6.23284 5.33922
104 H -0.26453 5.47627 4.33748
105 H 0.70707 2.71348 5.62954
106 H 0.53427 4.30705 6.40254
107 H 2.06904 3.59557 6.47923
108 H -0.09899 3.09610 3.55080
109 H 1.07610 4.12463 2.49242
110 H 1.28277 1.89568 1.93875
111 H 1.54409 1.36580 3.53363
112 H 3.14910 3.38976 1.89841
113 H 3.75360 1.90578 2.14677
114 H 3.08545 1.83692 5.34018
115 H 4.82349 1.79327 5.14129
116 H 4.09379 3.13682 5.97386
117 H 5.13801 4.55838 2.65033
118 H 5.66387 4.38664 4.28135
119 H 5.89435 3.05376 3.23411
120 H 3.74324 6.16741 4.64874
121 C 0.40535 -1.43217 1.84132
122 C 0.50095 -1.52571 0.33139
123 O -0.51121 -0.64977 -0.20354
124 H -0.55879 -1.76203 2.21592
125 H 0.61779 -0.39873 2.10487
126 H 1.17667 -2.10241 2.23237
127 H 0.37152 -2.55320 -0.02392
128 H 1.46064 -1.15123 -0.04026
129 H -0.22210 -0.45944 -1.10320
130 C 4.51221 -2.45158 -2.73859
131 C 4.34606 -1.19534 -1.88677
132 O 3.46702 -0.28096 -2.54596
133 H 5.18548 -2.33014 -3.58984
134 H 3.56606 -2.87096 -3.07643
135 H 4.97926 -3.26036 -2.16239
136 H 5.33271 -0.74878 -1.77103
137 H 3.93764 -1.54239 -0.93812
138 H 3.99167 0.46887 -2.83875

Löwdin population analysis, charges in e, atoms 1 to 4:
1 C -0.013
2 C -0.504
3 C -0.042
4 C -0.141


(3)
7 unconnected molecules or ions with the total composition C40H89ClN3O21S6Si2 in a non-equilibrium geometry, computed with ωB97M-V/def2-TZVPD.

Results
charge: +1
gap between HOMO and LUMO: 8.0 eV
E_LUMO: -2.8433 eV

Geometry (Å):
1 C 0.12366 -1.63136 2.90758
2 C 0.11404 -1.13959 1.45747
3 C -0.94976 -1.81557 0.57530
4 C -0.43179 -2.15206 -0.84964
5 C 0.09244 -3.60256 -0.90554
6 C 1.59406 -3.70826 -1.20823
7 C 2.10873 -2.75563 -2.27896
8 O 2.62790 -1.57751 -1.66432
9 Si 4.12157 -1.03371 -2.19828
10 C 4.35968 0.59865 -1.32516
11 C 4.09394 -0.73818 -4.04328
12 C 5.47810 -2.22692 -1.72812
13 C -0.77447 -4.52737 -1.74780
14 Cl -0.27776 -4.65453 -3.46282
15 N -2.15706 -4.09850 -1.67023
16 O -2.96915 -5.03227 -2.32866
17 C -2.40000 -2.80540 -2.05124
18 N -3.60264 -2.51577 -2.64552
19 N -1.53726 -1.84458 -1.80307
20 Si -1.25518 -0.62667 -3.17959
21 C -2.78163 0.44074 -3.30946
22 C 0.18176 0.47702 -2.79963
23 C -1.01273 -1.45484 -4.82934
24 O -0.13781 0.27110 1.43599
25 C 0.89871 1.04179 0.84933
26 C 0.36773 2.34909 0.33411
27 C -0.99013 2.56877 0.15785
28 C -1.44472 3.78562 -0.32943
29 C -0.54755 4.79140 -0.64898
30 C 0.81219 4.56607 -0.49453
31 C 1.26515 3.35619 -0.00160
32 H -0.53892 -2.47473 3.08324
33 H 1.14443 -1.90474 3.17264
34 H -0.13574 -0.79065 3.55062
35 H 1.11478 -1.27260 1.03730
36 H -1.38272 -2.69228 1.05701
37 H -1.75369 -1.08742 0.45890
38 H 0.39864 -1.47340 -1.01039
39 H -0.03855 -3.99786 0.10442
40 H 1.81233 -4.73702 -1.50403
41 H 2.15626 -3.54367 -0.28942
42 H 2.86630 -3.25661 -2.89010
43 H 1.30814 -2.44922 -2.95763
44 H 5.41157 0.79220 -1.12312
45 H 3.85613 0.54793 -0.35504
46 H 3.92238 1.42730 -1.88148
47 H 4.21954 -1.65334 -4.62145
48 H 3.14981 -0.26945 -4.32862
49 H 4.89868 -0.04095 -4.27761
50 H 5.91581 -2.73185 -2.58933
51 H 5.16869 -2.96940 -0.99319
52 H 6.27556 -1.64049 -1.26612
53 H -0.68523 -5.52425 -1.32940
54 H -3.79663 -5.05163 -1.82669
55 H -4.30255 -2.04873 -2.08758
56 H -3.80713 -2.77032 -3.59372
57 H -3.25825 0.53026 -2.33262
58 H -2.50096 1.43527 -3.65551
59 H -3.50068 0.01187 -4.00661
60 H -0.13743 1.25965 -2.10915
61 H 1.06759 0.00471 -2.38026
62 H 0.44033 0.95958 -3.74435
63 H -0.09785 -2.03423 -4.93444
64 H -0.95416 -0.61585 -5.52812
65 H -1.87133 -2.06128 -5.11694
66 H 1.67314 1.23914 1.59904
67 H 1.34825 0.49081 0.01724
68 H -1.69702 1.79571 0.42449
69 H -2.50457 3.95557 -0.46575
70 H -0.91132 5.74365 -1.01335
71 H 1.51416 5.34467 -0.76264
72 H 2.33208 3.19808 0.11122
73 O -1.58167 8.91397 -0.74293
74 S -2.95653 8.61693 -0.47191
75 O -3.68787 7.79717 -1.39038
76 O -3.73340 9.97038 -0.21735
77 C -3.63399 11.00912 -1.22637
78 C -4.45284 10.71502 -2.46414
79 C -3.11687 7.94917 1.14657
80 H -2.58140 11.16781 -1.46254
81 H -4.00003 11.89946 -0.72098
82 H -4.06730 9.85301 -3.00547
83 H -4.42292 11.57963 -3.12710
84 H -5.48915 10.50837 -2.19853
85 H -2.57449 8.58031 1.84446
86 H -2.68325 6.95145 1.11506
87 H -4.17231 7.89602 1.39838
88 O -1.14865 -5.20178 4.52344
89 S -1.84329 -4.56953 5.60823
90 O -1.09530 -3.90640 6.62970
91 O -2.84875 -5.60169 6.25660
92 C -2.31737 -6.87345 6.71695
93 C -1.53200 -6.75689 8.00464
94 C -3.05162 -3.45843 4.97475
95 H -1.72394 -7.31509 5.91565
96 H -3.20193 -7.49019 6.85565
97 H -0.61896 -6.18036 7.86858
98 H -1.26098 -7.75442 8.35007
99 H -2.12675 -6.26558 8.77382
100 H -3.63182 -3.96453 4.20834
101 H -2.50851 -2.61319 4.55690
102 H -3.68295 -3.12904 5.79502
103 O 5.11188 5.52565 3.97133
104 S 4.09110 6.42954 4.41211
105 O 3.40684 6.16210 5.64035
106 O 3.03207 6.61080 3.24840
107 C 2.44048 5.41274 2.68334
108 C 1.41355 4.76246 3.58493
109 C 4.69975 8.07668 4.43347
110 H 3.24058 4.71977 2.41669
111 H 1.97859 5.76055 1.76306
112 H 1.86672 4.36310 4.49067
113 H 0.93482 3.94172 3.04876
114 H 0.65284 5.48456 3.88155
115 H 5.19919 8.28116 3.49104
116 H 5.40202 8.13548 5.26192
117 H 3.86528 8.75286 4.59588
118 O 4.96729 -4.60729 -4.43222
119 S 4.81738 -5.64107 -5.41768
120 O 5.66890 -6.78571 -5.37143
121 O 4.86580 -4.98085 -6.85390
122 C 6.01634 -4.15627 -7.18255
123 C 7.26671 -4.96292 -7.45458
124 C 3.13779 -6.15535 -5.45860
125 H 6.16616 -3.43032 -6.38236
126 H 5.70234 -3.61370 -8.07104
127 H 7.61858 -5.47405 -6.56048
128 H 8.05496 -4.29514 -7.80182
129 H 7.07869 -5.71594 -8.21901
130 H 2.51659 -5.26444 -5.49883
131 H 2.95945 -6.70672 -4.53780
132 H 2.96623 -6.79555 -6.31910
133 O 2.93670 0.65090 4.14500
134 S 2.79961 0.34013 5.54143
135 O 1.63850 0.79256 6.24323
136 O 4.10799 0.77900 6.30735
137 C 4.51922 2.17160 6.16815
138 C 3.67772 3.12384 6.98596
139 C 2.97119 -1.39349 5.78482
140 H 4.51505 2.43031 5.10871
141 H 5.55311 2.18057 6.50378
142 H 2.64930 3.15927 6.63097
143 H 4.09273 4.12702 6.90991
144 H 3.65607 2.82183 8.03322
145 H 3.85776 -1.73949 5.26094
146 H 2.07498 -1.85842 5.37954
147 H 3.04116 -1.58668 6.85141
148 O -6.70698 -1.74462 -1.48375
149 S -8.11971 -2.00411 -1.39920
150 O -8.54975 -3.19887 -0.74570
151 O -8.73803 -1.92144 -2.85156
152 C -8.16170 -2.73980 -3.89829
153 C -8.52995 -4.20300 -3.78129
154 C -8.94613 -0.61568 -0.71625
155 H -7.08059 -2.58967 -3.90420
156 H -8.56021 -2.31143 -4.81458
157 H -8.09939 -4.65782 -2.89078
158 H -8.16136 -4.73822 -4.65658
159 H -9.61098 -4.32152 -3.72551
160 H -8.61693 0.28263 -1.23022
161 H -8.67494 -0.57973 0.33652
162 H -10.01635 -0.76638 -0.82588

Löwdin population analysis, charges in e, atoms 1 to 4:
1 C 0.004
2 C -0.343
3 C -0.053
4 C -0.218